(1)
Molecular formula: C3H7NO
Method: DFT, ωB97M-V/def2-TZVPD

Calculated values
* 2S+1: 2
* net charge: +1
* LUMO level (alpha / beta): -6.68 / -10.25 eV
* calculated total energy: -6750.2272 eV
* Kohn-Sham gap (alpha / beta): 4.85 / 1.28 eV

Bonds (Å) are listed after each position.
Positions of all 12 atoms, in Å:
1 C 4.9039 0.8007 -2.7921  N2 1.255, H3 1.097, H4 1.099
2 N 4.3033 -0.0974 -2.1537  C1 1.255, H5 1.025
3 H 4.3661 1.6913 -3.1401  C1 1.097
4 H 5.9296 0.8438 -3.1849  C1 1.099
5 H 4.9135 -0.7641 -1.6693  N2 1.025
6 O -4.8841 -1.2255 1.1804  C7 1.196
7 C -3.7252 -0.9851 1.3502  O6 1.196, C8 1.522, H9 1.110
8 C -3.2090 0.1625 2.2064  C7 1.522, H10 1.093, H11 1.081, H12 1.100
9 H -3.0590 -1.8293 1.0756  C7 1.110
10 H -3.8336 0.1266 3.1020  C8 1.093
11 H -2.1366 0.2106 2.3335  C8 1.081
12 H -3.5690 1.0659 1.6920  C8 1.100

(2)
Molecular formula: C3H7NO2
Method: DFT, ωB97M-V/def2-TZVPD

Calculated values
* net charge: 0
* LUMO level: 0.77 eV
* SMILES string: NCCC(=O)O
* calculated total energy: -8809.8713 eV
* Kohn-Sham gap: 10.27 eV

Bonds (Å) are listed after each position.
Positions of all 13 atoms, in Å:
1 N -0.0648 -2.0132 0.7404  C2 1.452, H7 1.013, H8 1.008
2 C -0.6300 -0.8009 0.1762  N1 1.452, C3 1.547, H9 1.076, H10 1.100
3 C 0.4772 0.0371 -0.5068  C2 1.547, C4 1.497, H11 1.075, H12 1.082
4 C 0.0472 1.4617 -0.6725  C3 1.497, O5 1.196, O6 1.341
5 O -0.9226 1.8408 -1.2603  C4 1.196
6 O 0.8876 2.2803 -0.0226  C4 1.341, H13 0.969
7 H -0.7509 -2.4869 1.3152  N1 1.013
8 H 0.7602 -1.8131 1.2831  N1 1.008
9 H -1.3660 -1.0288 -0.5755  C2 1.076
10 H -1.1363 -0.1802 0.9301  C2 1.100
11 H 0.6966 -0.5049 -1.4087  C3 1.075
12 H 1.3612 -0.0047 0.1161  C3 1.082
13 H 0.6406 3.2129 -0.1147  O6 0.969

(3)
Molecular formula: C3H7NO2
Method: DFT, ωB97M-V/def2-TZVPD

Calculated values
* net charge: 0
* LUMO level: 0.83 eV
* SMILES string: NCCC(=O)O
* calculated total energy: -8809.9294 eV
* Kohn-Sham gap: 10.34 eV

Bonds (Å) are listed after each position.
Positions of all 13 atoms, in Å:
1 N -1.0724 1.6652 0.8579  C2 1.460, H7 1.011, H8 1.007
2 C 0.0755 0.8867 0.4008  N1 1.460, C3 1.550, H9 1.088, H10 1.077
3 C -0.3253 -0.5934 0.1739  C2 1.550, C4 1.503, H11 1.088, H12 1.088
4 C 0.7730 -1.2862 -0.5827  C3 1.503, O5 1.199, O6 1.355
5 O 1.9352 -1.3045 -0.2904  C4 1.199
6 O 0.3028 -1.8821 -1.7054  C4 1.355, H13 0.969
7 H -1.4457 2.2613 0.1313  N1 1.011
8 H -0.8467 2.2218 1.6664  N1 1.007
9 H 0.4985 1.2469 -0.5346  C2 1.088
10 H 0.8102 0.9065 1.1878  C2 1.077
11 H -1.2749 -0.6326 -0.3561  C3 1.088
12 H -0.4638 -1.0929 1.1303  C3 1.088
13 H 1.0335 -2.3967 -2.0791  O6 0.969

(4)
Molecular formula: C3H7NO2
Method: DFT, ωB97M-V/def2-TZVPD

Calculated values
* net charge: 0
* LUMO level: 0.59 eV
* SMILES string: C[C@H](N)C(=O)O
* calculated total energy: -8809.0629 eV
* Kohn-Sham gap: 9.92 eV

Bonds (Å) are listed after each position.
Positions of all 13 atoms, in Å:
1 C 0.3823 -0.9503 -0.7384  C2 1.632, H7 1.107, H8 1.095, H9 1.074
2 C -0.2335 -0.0802 0.4970  C1 1.632, N3 1.446, C4 1.547, H10 1.074
3 N -1.6778 -0.0248 0.4610  C2 1.446, H11 1.031, H12 0.974
4 C 0.2889 1.3410 0.1810  C2 1.547, O5 1.180, O6 1.422
5 O -0.3968 2.2796 -0.0229  C4 1.180
6 O 1.7101 1.3221 0.1381  C4 1.422, H13 0.985
7 H 1.3801 -1.3891 -0.5453  C1 1.107
8 H 0.5651 -0.3050 -1.6039  C1 1.095
9 H -0.1578 -1.8681 -0.8799  C1 1.074
10 H 0.2532 -0.3856 1.4049  C2 1.074
11 H -2.1995 -0.8143 0.8699  N3 1.031
12 H -2.0675 0.2945 -0.3731  N3 0.974
13 H 2.1531 0.5801 0.6116  O6 0.985

(5)
Molecular formula: C3H7NO2
Method: DFT, ωB97M-V/def2-TZVPD

Calculated values
* net charge: 0
* LUMO level: 0.75 eV
* SMILES string: NCCC(=O)O
* calculated total energy: -8809.1819 eV
* Kohn-Sham gap: 10.59 eV

Bonds (Å) are listed after each position.
Positions of all 13 atoms, in Å:
1 N -1.1511 -0.9750 -0.5040  C2 1.443, H7 1.044, H8 1.034
2 C -0.1825 -0.9579 0.5653  N1 1.443, C3 1.507, H9 1.099, H10 1.038
3 C 0.2172 0.4847 0.7353  C2 1.507, C4 1.531, H11 0.998, H12 1.120
4 C 1.1006 0.9575 -0.4218  C3 1.531, O5 1.210, O6 1.383
5 O 2.2567 0.6056 -0.3567  C4 1.210
6 O 0.5649 1.8253 -1.3563  C4 1.383, H13 0.967
7 H -1.8574 -1.7432 -0.5151  N1 1.044
8 H -0.7157 -1.0649 -1.4372  N1 1.034
9 H 0.6532 -1.6698 0.5116  C2 1.099
10 H -0.7245 -1.0768 1.4425  C2 1.038
11 H -0.6399 0.9704 0.8930  C3 0.998
12 H 0.8453 0.6034 1.6549  C3 1.120
13 H -0.3666 2.0407 -1.2114  O6 0.967

(6)
Molecular formula: C3H7NO2
Method: DFT, ωB97M-V/def2-TZVPD

Calculated values
* net charge: 0
* LUMO level: 0.92 eV
* SMILES string: CCOC(N)=O
* calculated total energy: -8810.2207 eV
* Kohn-Sham gap: 11.35 eV

Bonds (Å) are listed after each position.
Positions of all 13 atoms, in Å:
1 C 0.4927 -1.0815 1.0684  C2 1.522, H7 1.096, H8 1.095, H9 1.095
2 C 0.9253 -0.8382 -0.3707  C1 1.522, O3 1.430, H10 1.094, H11 1.092
3 O -0.0894 -0.1094 -1.0660  C2 1.430, C4 1.364
4 C -0.2606 1.1780 -0.6506  O3 1.364, N5 1.365, O6 1.211
5 N -1.5966 1.4552 -0.6856  C4 1.365, H12 1.009, H13 1.006
6 O 0.6255 1.9374 -0.3273  C4 1.211
7 H -0.5203 -1.4983 1.0967  C1 1.096
8 H 0.4881 -0.1393 1.6261  C1 1.095
9 H 1.1664 -1.7807 1.5739  C1 1.095
10 H 1.8728 -0.2936 -0.4226  C2 1.094
11 H 1.0111 -1.7741 -0.9265  C2 1.092
12 H -1.9200 2.2982 -0.2352  N5 1.009
13 H -2.1949 0.6461 -0.6805  N5 1.006

(7)
Molecular formula: C3H7NO2
Method: DFT, ωB97M-V/def2-TZVPD

Calculated values
* net charge: 0
* LUMO level: 0.81 eV
* calculated total energy: -8806.5823 eV
* Kohn-Sham gap: 8.59 eV

Bonds (Å) are listed after each position.
Positions of all 13 atoms, in Å:
1 C -0.7923 1.3675 1.3670  O2 1.440, H7 1.089, H8 1.092, H9 1.091
2 O -0.0193 0.1711 1.1521  C1 1.440, C3 1.308
3 C 0.4596 -0.0262 -0.0491  O2 1.308, O4 1.308, C5 1.467
4 O 0.4827 0.9685 -0.8987  C3 1.308, H13 1.078
5 C 0.8812 -1.3574 -0.4981  C3 1.467, N6 1.460, H10 1.094, H11 1.097
6 N -0.1199 -1.2368 -1.5547  C5 1.460, H12 1.015
7 H -1.1739 1.2850 2.3840  C1 1.089
8 H -1.6135 1.4105 0.6491  C1 1.092
9 H -0.1649 2.2539 1.2642  C1 1.091
10 H 0.7210 -2.1255 0.2643  C5 1.094
11 H 1.9093 -1.4107 -0.8764  C5 1.097
12 H -0.9699 -1.7344 -1.3077  N6 1.015
13 H 0.2119 0.3024 -1.7013  O4 1.078

(8)
Molecular formula: C3H7NO2
Method: DFT, ωB97M-V/def2-TZVPD

Calculated values
* net charge: 0
* LUMO level: 0.57 eV
* SMILES string: O=CCNC=O.[H][H]
* calculated total energy: -8808.3589 eV
* Kohn-Sham gap: 10.93 eV

Bonds (Å) are listed after each position.
Positions of all 13 atoms, in Å:
1 O -0.0799 0.6116 -2.5915  C2 1.205
2 C -0.5557 0.0760 -1.6221  O1 1.205, C3 1.510, H7 1.112
3 C -0.4129 0.6108 -0.2177  C2 1.510, N4 1.446, H8 1.098, H9 1.095
4 N -0.4030 -0.4696 0.7441  C3 1.446, C5 1.361, H10 1.009
5 C -0.5162 -0.2071 2.0747  N4 1.361, O6 1.213, H11 1.105
6 O -0.7052 0.9003 2.5320  C5 1.213
7 H -1.1539 -0.8564 -1.7183  C2 1.112
8 H -1.2791 1.2524 -0.0099  C3 1.098
9 H 0.4782 1.2442 -0.1546  C3 1.095
10 H -0.1083 -1.3907 0.4577  N4 1.009
11 H -0.4269 -1.1141 2.7003  C5 1.105
12 H 2.3076 0.4523 -1.5477  H13 0.744
13 H 2.6945 0.2100 -0.9603  H12 0.744

(9)
Molecular formula: C3H7NO2
Method: DFT, ωB97M-V/def2-TZVPD

Calculated values
* net charge: 0
* LUMO level: 0.96 eV
* SMILES string: CC=O.NC=O
* calculated total energy: -8809.5383 eV
* Kohn-Sham gap: 10.59 eV

Bonds (Å) are listed after each position.
Positions of all 13 atoms, in Å:
1 C -0.0956 -0.0615 2.1600  C2 1.502, H4 1.092, H5 1.093, H6 1.097
2 C -0.8896 -0.8747 1.1780  C1 1.502, O3 1.212, H7 1.109
3 O -1.8359 -0.4516 0.5491  C2 1.212
4 H -0.3842 0.9899 2.0920  C1 1.092
5 H 0.9704 -0.1777 1.9470  C1 1.093
6 H -0.2861 -0.4275 3.1765  C1 1.097
7 H -0.5755 -1.9325 1.0711  C2 1.109
8 N 0.7099 0.7675 -2.6376  C9 1.354, H11 1.007, H12 1.009
9 C 0.3401 0.2628 -1.4368  N8 1.354, O10 1.219, H13 1.103
10 O 1.0899 -0.3172 -0.6708  C9 1.219
11 H 0.0294 1.1719 -3.2595  N8 1.007
12 H 1.6513 0.6204 -2.9691  N8 1.009
13 H -0.7241 0.4303 -1.1999  C9 1.103

(10)
Molecular formula: C3H7NO2
Method: DFT, ωB97M-V/def2-TZVPD

Calculated values
* net charge: 0
* LUMO level: 0.93 eV
* SMILES string: CCOC(N)=O
* calculated total energy: -8809.3575 eV
* Kohn-Sham gap: 11.37 eV

Bonds (Å) are listed after each position.
Positions of all 13 atoms, in Å:
1 C -1.4411 0.3867 0.3270  C2 1.525, H7 1.097, H8 1.095, H9 1.096
2 C -0.8226 -0.3516 -0.8559  C1 1.525, O3 1.417, H10 1.089, H11 1.096
3 O 0.5785 -0.1686 -0.9683  C2 1.417, C4 1.429
4 C 1.3637 -0.6452 0.1266  O3 1.429, N5 1.343, O6 1.202
5 N 1.9035 0.5190 0.5224  C4 1.343, H12 1.012, H13 1.036
6 O 1.4364 -1.7880 0.4906  C4 1.202
7 H -1.2937 1.4717 0.2595  C1 1.097
8 H -1.0149 0.0445 1.2763  C1 1.095
9 H -2.5188 0.1890 0.3482  C1 1.096
10 H -0.9799 -1.4266 -0.7815  C2 1.089
11 H -1.2428 0.0180 -1.7985  C2 1.096
12 H 2.6300 0.6392 1.2170  N5 1.012
13 H 1.4017 1.1120 -0.1634  N5 1.036